11 unconnected molecules or ions with the total composition C57H121F3O33 at a distorted geometry. Source: the OMol25 dataset; level of theory: ωB97M-V with the def2-TZVPD basis set.

Last column: Löwdin charge in e.
CARTESIAN COORDINATES (ANGSTROEM)
F 5.5522 2.9438 4.6256  0.1130
F 2.9139 -1.1640 0.8321  0.0624
F 0.8172 2.9980 6.2290  0.1291
O -3.3910 5.7760 -3.9916  -0.1967
O -1.2529 -4.3462 -6.2319  -0.1450
O 3.4148 5.6670 2.3006  0.0900
O -0.3633 -3.9699 7.4161  -0.2077
O 1.3537 1.1617 7.3526  0.1693
O 5.4960 5.6447 3.3130  0.0769
O -3.5609 -0.4864 6.2357  -0.1903
O -0.4168 -6.3652 -1.6161  -0.0922
O -2.6968 3.4456 -2.6247  -0.1175
O 5.6238 -0.5330 0.5395  0.0769
O 1.5833 -5.1447 5.4689  -0.1932
O 1.7128 -0.3450 -2.1361  -0.1734
O 4.9219 2.3606 -2.7724  -0.1979
O -1.7700 0.1415 0.5899  -0.1446
O 1.7481 8.1293 -0.2163  -0.1732
O 7.2381 9.8152 -2.6751  -0.1731
O -0.7288 -5.4264 3.4264  -0.2191
O 2.1816 2.2541 -1.4001  -0.1545
O -2.1442 -1.4022 -1.5629  -0.1920
O 6.1105 0.1256 2.6737  0.1473
O -0.0725 -7.4136 -4.2434  -0.1993
O 0.5215 2.3197 2.3956  -0.1860
O -0.7883 0.7355 7.1034  0.0271
O 0.2551 0.3435 9.1404  0.1056
O 4.4951 7.5192 -2.4357  -0.1704
O 1.4594 -7.6986 0.0791  -0.1624
O -3.9849 -3.8710 -5.9981  -0.1653
O 1.9321 -2.6412 -6.4150  -0.1627
O -5.0714 -0.6338 2.9035  -0.1045
O -7.8841 -1.5866 2.8534  -0.2192
O -4.9106 2.1700 -1.2666  -0.1611
O 4.1282 0.5303 1.7570  0.1336
O 4.5559 3.7056 2.7931  0.1393
C 3.9243 8.0110 -1.2389  -0.1695
C 1.0771 -3.9676 7.5123  -0.1651
C -0.2639 -6.4380 4.4231  -0.1446
C -3.3919 6.3914 -5.2357  -0.1011
C 0.0102 -4.0308 -6.7622  -0.1753
C -2.3454 4.7335 -2.1821  -0.2072
C -4.5862 -0.7638 7.1900  -0.0928
C -0.9365 -4.0714 3.9876  -0.0680
C 5.7817 3.3654 3.4033  -0.3423
C 2.6020 7.2614 -0.9162  -0.1939
C -4.7874 -4.0998 -4.8025  -0.0900
C 1.1649 -1.6531 -1.9874  -0.0946
C 0.7713 -6.5088 0.4399  -0.2142
C 6.5065 4.6776 3.4577  -0.0644
C -1.2385 -6.6025 -3.8953  -0.1648
C -3.4915 -5.1341 -6.5039  -0.2101
C 1.1840 2.0107 -2.4508  -0.1460
C 0.5112 7.5726 0.1363  -0.1045
C 1.0384 3.6040 2.2695  -0.1163
C 6.0379 9.2203 -3.1020  -0.2391
C 0.8525 -3.1728 -5.7582  -0.2078
C -3.6753 2.2865 -0.6026  -0.2102
C -0.4411 1.0696 5.7707  -0.0389
C 3.4360 0.0772 0.6120  -0.2874
C -0.1353 1.8005 1.2265  -0.1482
C 7.1640 10.3501 -1.3085  -0.0641
C -5.9671 1.7385 -0.3934  -0.0853
C -2.1402 5.6670 -3.3847  -0.2130
C 5.8961 2.3034 -3.7199  -0.1430
C -0.9400 -2.7165 7.3954  -0.1224
C 5.8905 7.7805 -2.6897  -0.1624
C 1.6276 -5.3224 6.9324  -0.1240
C 4.4052 5.0405 2.7639  -0.4640
C -5.5490 -1.6467 2.1020  -0.2249
C -0.3107 -8.2647 -5.3742  -0.0924
C -9.1276 -2.0898 3.1474  -0.1217
C -2.5228 2.3660 -1.6397  -0.1258
C 4.0083 3.4662 -2.8454  -0.1488
C 1.2501 -6.3578 4.6539  -0.1283
C 0.9345 1.7074 6.1197  -0.3385
C 0.6338 0.5720 -2.4319  -0.1679
C -0.8325 -5.6686 -2.7706  -0.1923
C -3.0726 -1.5672 -0.4715  -0.1775
C 0.3487 -5.6151 -0.6775  -0.1894
C -0.7004 0.3885 1.4317  -0.1790
C 5.3934 0.1001 1.7076  -0.5656
C -4.7005 -1.0707 4.1905  -0.2033
C 0.2703 0.7891 7.9788  -0.5233
C -2.3472 -1.1200 0.7513  -0.1815
C 2.9917 3.4419 -1.6551  -0.1397
C 4.5885 -0.0762 -0.4019  0.0001
C -2.7322 -1.7792 -2.7887  -0.1017
C 2.7698 -7.4905 -0.3991  -0.1101
C -6.8322 -2.4864 2.4337  -0.1499
C -2.1579 -4.9862 -7.1146  -0.2105
C -4.0610 0.0175 4.9952  -0.1889
C 1.6071 -1.4669 -7.1136  -0.1021
H -1.6810 -4.0330 4.7828  0.0769
H -3.5495 -2.5364 -0.3253  0.1247
H -5.9952 0.6509 -0.3258  0.0646
H -0.8281 -6.2808 5.3425  0.1165
H -9.3137 -2.9908 2.5628  0.0878
H -2.0231 -2.8388 7.3995  0.0945
H -4.2789 -0.5472 8.2132  0.0915
H 4.4955 4.4408 -2.8145  0.1214
H 0.6202 -8.8186 -5.4956  0.0897
H 1.8496 3.6106 1.5415  0.0705
H 0.7950 -6.0003 7.1201  0.1092
H -3.9246 -0.9846 -0.8219  0.1141
H -2.9852 5.5792 -5.8381  0.0932
H -3.2040 0.4006 4.4413  0.1146
H 2.6493 0.6956 0.1798  0.1384
H 0.3395 4.2811 1.7786  0.0803
H -2.3173 -4.5355 -8.0942  0.1345
H 1.2613 -5.2895 -1.1767  0.1206
H 2.7920 6.3867 -0.2942  0.1014
H -0.0679 0.6098 -1.5987  0.0928
H 5.8681 9.2930 -4.1763  0.1280
H 0.0908 8.0765 1.0066  0.0914
H -1.7864 -6.0003 -7.2614  0.1157
H -4.4086 6.6806 -5.5017  0.0948
H -3.0603 5.1329 -1.4627  0.1234
H 4.7018 7.9605 -0.4767  0.1207
H 3.6124 9.0476 -1.3668  0.1189
H -2.6213 1.4737 -2.2578  0.1190
H -4.8149 -2.3501 1.7090  0.1097
H -5.4884 -0.1777 7.0147  0.0875
H -2.0559 -1.7080 -3.6406  0.0834
H -0.5994 -2.0693 8.2036  0.0823
H -6.6395 -3.1504 3.2764  0.1157
H 7.1496 4.8390 4.3228  0.1519
H -0.5327 -7.4020 3.9912  0.1177
H -0.0101 -3.6018 -7.7640  0.1137
H -3.5945 -1.1791 -3.0794  0.0956
H -8.8512 -2.3589 4.1668  0.0898
H 6.0584 3.2544 -4.2273  0.0873
H -1.2132 -3.3851 3.1873  0.0642
H 8.2056 10.4410 -1.0001  0.0877
H -1.1659 -8.8787 -5.0922  0.0863
H 2.5537 -5.6585 7.3988  0.1171
H 1.4151 4.0229 3.2027  0.0914
H -1.5286 2.2745 -1.2024  0.0865
H -7.1094 -3.0394 1.5363  0.1245
H 4.2666 -0.7917 -1.1586  0.1382
H 6.2938 2.5268 2.9314  0.1553
H 0.0660 0.3599 -3.3379  0.1312
H -4.8558 -1.8162 7.1021  0.0843
H -3.6245 3.1686 0.0357  0.1205
H 1.2245 -3.8696 -5.0070  0.1235
H 1.5337 -7.2559 5.2025  0.1159
H -1.4893 -6.0968 -4.8278  0.0861
H 6.5682 9.8127 -0.5707  0.0752
H 6.3869 7.5514 -1.7468  0.1200
H -4.2066 -5.4759 -7.2520  0.1305
H 3.2486 -6.8682 0.3570  0.0867
H -0.1011 -6.8219 1.0134  0.1261
H 0.0885 -0.3158 1.1674  0.1166
H 0.7216 -1.7043 -0.9929  0.0824
H 5.1631 9.7886 -2.7860  0.1137
H 2.1915 6.9510 -1.8771  0.1229
H 4.9118 0.8664 -0.8436  0.1235
H -4.0576 -1.9509 4.1811  0.1364
H -0.1807 7.6077 -0.7052  0.0832
H 1.6715 1.4447 5.3608  0.1684
H -1.1998 1.7398 5.3665  0.1372
H 5.7238 1.5273 -4.4656  0.0890
H 6.3096 7.1900 -3.5044  0.1248
H -5.6159 -1.4005 4.6817  0.1233
H 3.2548 -8.4665 -0.3804  0.0864
H -0.8048 0.1993 2.5000  0.1223
H 1.3661 -5.8348 1.0564  0.1167
H -5.2404 -3.1686 -4.4622  0.0790
H 1.3760 -0.6598 -6.4184  0.0859
H -2.9244 -2.8502 -2.7242  0.0655
H -1.4084 5.2034 -4.0462  0.1196
H -2.0245 -7.2920 -3.5873  0.1265
H 0.7261 -1.6045 -7.7404  0.0801
H 0.5987 1.8855 0.4252  0.1017
H 0.5874 6.5668 0.5495  0.0714
H -2.6885 7.2195 -5.1484  0.0837
H 6.6805 11.3268 -1.3292  0.0831
H -5.8288 -1.1658 1.1648  0.1077
H 0.3976 2.7601 -2.5407  0.1145
H -1.4482 4.7512 -1.5634  0.1103
H 0.1928 -2.4226 -5.3221  0.1142
H -5.9885 2.1492 0.6160  0.0901
H 2.3781 4.3392 -1.7359  0.1076
H 1.5299 -3.1077 7.0186  0.1157
H -0.5276 -2.2663 6.4924  0.0769
H -1.6840 -4.9945 -2.6775  0.1101
H 2.3962 -1.1684 -7.8038  0.0942
H -4.1036 -4.3606 -3.9947  0.0674
H -0.1989 -4.7766 -0.2472  0.1288
H -2.9132 -1.0058 1.6758  0.1199
H 1.3267 -3.7008 8.5393  0.1204
H -3.4955 1.4416 0.0621  0.1013
H 0.4846 -4.9691 -7.0496  0.1245
H -0.4962 -7.7198 -6.2999  0.0657
H 1.9500 -2.4085 -2.0220  0.0861
H 3.4429 3.2864 -3.7598  0.1159
H 6.8228 2.0503 -3.2050  0.0899
H -3.4667 -5.9059 -5.7345  0.1089
H -4.7693 0.8385 5.1065  0.1329
H -0.9764 2.4518 0.9890  0.1181
H -0.0918 -4.9942 -3.2003  0.1135
H 2.9344 -7.1308 -1.4147  0.0865
H -1.5779 -1.8774 0.9020  0.1259
H 3.5726 3.6423 -0.7548  0.1181
H -6.9153 2.0485 -0.8326  0.0856
H 1.8712 -6.1999 3.7721  0.1194
H 1.5666 2.1352 -3.4638  0.1104
H -9.8886 -1.3096 3.1356  0.0944
H 0.0245 -3.7086 4.3523  0.0724
H -5.6656 -4.7393 -4.8916  0.0869
H -1.7204 6.6586 -3.2155  0.1173
H 7.0838 4.7886 2.5398  0.1419
H 0.5228 -1.9761 -2.8069  0.0703
H -0.4565 0.1351 5.2099  0.1264

## Properties
DFT total energy = -136772.5307 eV
Structure (SMILES) = O=C1OC[C@@H](F)O1.O=C1OC[C@@H](F)O1.O=C1OC[C@@H](F)O1.COCCOCCOC.COCCOCCOC.COCCOCCOC.COCCOCCOC.COCCOCCOC.COCCOCCOC.COCCOCCOC.COCCOCCOC
Gap between HOMO and LUMO = 0.35047 Ha

---

2 unconnected molecules or ions with the total composition C4H10S at a distorted geometry. Source: the OMol25 dataset; level of theory: ωB97M-V with the def2-TZVPD basis set.

Last column: natural (NBO) charge in e.
CARTESIAN COORDINATES (ANGSTROEM)
S -2.2792 -2.8941 0.6813  0.1724
C 2.5955 3.0554 0.3304  -0.3999
C -1.9189 -1.3218 1.5335  -0.7328
C 2.6617 2.9347 -1.0055  -0.3841
C -1.6562 -2.6457 -0.9814  -0.7541
H -2.7791 -0.6823 1.7126  0.2158
H -1.2252 -0.8032 0.8803  0.2191
H -2.3728 -2.1270 -1.6048  0.2096
H 2.9741 1.9965 -1.4528  0.1843
H -1.5570 -3.6461 -1.3981  0.2306
H 2.7027 3.8278 -1.6182  0.1951
H 1.9334 3.8407 0.6622  0.2043
H -0.6871 -2.1635 -1.0978  0.2148
H -1.4474 -1.6351 2.4577  0.2244
H 3.0555 2.2636 0.9007  0.2003

## Properties
DFT total energy = -15143.5351 eV
Structure (SMILES) = C=C.CSC
Gap between HOMO and LUMO = 0.34442 Ha